Entry from the Open Molecules 2025 dataset: 2 unconnected molecules or ions with the total composition C5H17BCl4N3O4P2 (wB97M-V/def2-TZVPD).

Element x y z (Å)
C1 -1.1566 1.6819 -2.5754
C2 -1.3709 0.1863 -2.9794
B1 -2.0453 -0.4820 -1.7601
O1 -3.3777 -0.4537 -1.5256
P1 -0.9677 -1.4938 -0.4341
C3 0.7296 -0.8530 -0.2579
C4 0.8689 -0.0686 1.0633
N1 2.1884 0.5293 1.2185
N2 0.6601 -0.9304 2.2140
N3 -0.1355 0.9916 1.0166
P2 -0.7827 -3.6282 -1.0045
O2 -0.2466 -4.3039 0.1612
O3 0.2014 -3.5968 -2.2385
O4 -2.1682 -4.1141 -1.5817
H1 -1.7164 1.9680 -1.6811
H2 -0.1035 1.8703 -2.3641
H3 -1.4579 2.3378 -3.3873
H4 -0.3941 -0.2530 -3.2016
H5 -1.9923 0.1065 -3.8716
H6 -3.6563 -0.2447 -0.6233
H7 -1.6420 -1.4451 0.7875
H8 1.4661 -1.6552 -0.3316
H9 0.8910 -0.1830 -1.1068
H10 2.3468 1.2123 0.4805
H11 2.9160 -0.1702 1.1026
H12 0.3858 -1.8788 1.9883
H13 -0.0499 -0.5453 2.8239
H14 0.0874 1.6725 1.7408
H15 -0.0739 1.5004 0.1396
H16 0.0762 -2.8833 -2.8792
H17 -2.9535 -3.6097 -1.3306
C5 2.7079 3.7459 4.0837
Cl1 1.0039 3.5968 3.5762
Cl2 3.5978 2.3215 3.5589
Cl3 3.3968 5.1888 3.3432
Cl4 2.7671 3.8829 5.8354

Force components x, y, z for each atom (eV/Å):
C 0.1133 -0.1420 0.0883
C 0.2856 -0.2451 0.0853
B -0.3504 -0.0636 0.0616
O 0.2764 0.5772 0.0792
P -0.1181 0.6127 -0.3615
C 0.0535 -0.1438 0.0144
C 0.3340 0.3067 0.3801
N -0.0464 -0.0954 -0.8615
N -0.3610 -0.1455 -0.2743
N -0.1693 -0.0806 -0.0927
P 0.0924 -0.3143 0.0993
O 0.0547 -0.0091 0.1665
O -0.0213 0.2985 0.1492
O 0.0611 0.5036 -0.1745
H -0.1104 0.0641 -0.1093
H -0.0123 0.0323 -0.0480
H -0.0183 0.0375 0.0502
H -0.0640 0.0090 -0.2043
H -0.0337 0.0369 0.0371
H -0.1701 -0.4685 -0.0477
H 0.1019 -0.2146 0.1146
H -0.1253 -0.0967 0.1415
H 0.0428 -0.0069 0.0296
H 0.0133 0.0968 0.1148
H 0.0188 -0.0666 0.3748
H 0.1790 -0.0564 0.0161
H 0.1626 0.0565 0.1399
H -0.1253 -0.0877 0.0925
H 0.1188 0.0661 0.0332
H -0.0874 -0.2814 -0.2326
H -0.1060 -0.2533 0.0535
C 0.0510 0.0075 0.0030
Cl -0.0485 0.0009 -0.0076
Cl 0.0216 0.0573 0.0858
Cl -0.0065 0.0066 -0.0083
Cl -0.0062 0.0010 0.0117

## Properties
HOMO level (eV): -12.9
Total charge: +1
E (eV): -87461.289
Frontier orbital gap (eV): 8.746

***

Entry from the Open Molecules 2025 dataset: 5 unconnected molecules or ions with the total composition H10O5 (wB97M-V/def2-TZVPD).

Element x y z (Å)
H1 0.6190 -0.9091 -0.2287
H2 -0.2832 0.1896 -0.7662
H3 0.2438 -4.2035 1.4470
H4 -1.2088 -3.7578 1.4843
H5 -1.8263 2.2671 1.6013
H6 -2.2191 3.4347 0.7112
H7 2.1265 -1.4707 -0.3170
H8 3.2429 -2.3982 0.1342
H9 -0.4571 3.8074 -2.1310
H10 0.1487 2.4287 -2.3362
O1 0.2819 -0.0312 -0.0173
O2 -0.5997 -4.3235 0.9964
O3 -2.5906 2.7766 1.3094
O4 2.6856 -1.6743 0.4413
O5 0.1746 3.3289 -2.6796

Force components x, y, z for each atom (eV/Å):
H -0.5095 0.1153 0.2851
H -0.0574 -0.0637 0.0982
H -0.0403 -0.0182 -0.0453
H 0.0154 -0.0599 -0.0610
H -0.0576 -0.0254 0.0359
H -0.0960 -0.0178 0.1084
H 0.5882 0.0146 0.0073
H -0.0007 0.0302 0.0524
H 0.0773 0.0241 -0.1058
H 0.1026 0.0986 -0.0618
O -0.0344 0.0493 -0.2984
O 0.0561 0.1369 0.0919
O 0.1858 0.0190 -0.1389
O -0.0790 -0.2058 -0.1248
O -0.1506 -0.0971 0.1569

## Properties
HOMO level (eV): -11.7
SMILES: O.O.O.O.O
Total charge: 0
E (eV): -10399.203
Frontier orbital gap (eV): 11.803
ΔE to the lowest compared entry with this formula, charge and spin (kJ/mol): 158.87

***

Entry from the Open Molecules 2025 dataset: a single C5H11NO molecule (wB97M-V/def2-TZVPD).

Element x y z (Å)
C1 1.1687 -0.3034 -1.9046
C2 1.3526 -0.6361 -0.4599
C3 0.7925 0.0281 1.7262
N1 0.4465 -0.4356 0.4885
C4 -0.9956 -0.5841 0.2294
C5 -1.6896 0.7716 0.0829
O1 -1.7005 1.5018 1.2768
H1 0.1751 -0.5382 -2.2991
H2 1.9102 -0.8344 -2.5088
H3 1.3359 0.7740 -2.0661
H4 2.3641 -0.7411 -0.0804
H5 1.8188 0.3693 1.8084
H6 0.3074 -0.4236 2.5854
H7 -1.1355 -1.2084 -0.6571
H8 -1.4186 -1.1070 1.0936
H9 -1.2118 1.3288 -0.7412
H10 -2.7333 0.5938 -0.2017
H11 -0.7870 1.4444 1.6278

Force components x, y, z for each atom (eV/Å):
C -0.0931 -0.0724 -0.0796
C -0.0200 0.1366 0.0970
C 0.1526 -0.1795 0.1041
N 0.1445 0.0331 -0.1450
C -0.0482 -0.0147 0.0039
C -0.0463 -0.2139 -0.3419
O 0.1997 0.1087 0.0983
H 0.1130 0.0011 0.0853
H -0.1493 0.0393 0.0788
H -0.0520 -0.1446 -0.0257
H -0.0876 0.1621 -0.0416
H -0.1071 -0.1267 0.0803
H -0.0983 0.0787 -0.1213
H 0.0434 0.1260 0.1120
H 0.1025 0.0658 -0.0977
H -0.0570 -0.0320 0.1540
H 0.1599 0.0043 0.0098
H -0.1570 0.0281 0.0292

## Properties
HOMO level (eV): -7.0
Total charge: 0
E (eV): -8898.328
Frontier orbital gap (eV): 7.686
ΔE to the lowest compared entry with this formula, charge and spin (kJ/mol): 325.06

***

Entry from the Open Molecules 2025 dataset: a single C4H10O2S molecule at a distorted geometry (wB97M-V/def2-TZVPD).

Element x y z (Å)
C1 -0.1871 1.5973 0.2264
C2 -2.3063 -1.0130 0.0228
C3 0.2516 0.2596 -0.4045
C4 1.6808 -0.0743 -0.1901
O1 1.9618 -0.5357 1.1058
O2 1.9994 -1.1463 -1.0517
S1 -0.6226 -1.1857 0.4058
H1 -0.2048 1.7159 1.4095
H2 0.5105 2.3288 -0.0820
H3 -1.2596 1.7879 -0.1813
H4 -2.8067 -1.7987 -0.3343
H5 -2.3688 -0.2247 -0.8171
H6 -2.8778 -0.5517 0.8225
H7 -0.0788 0.2722 -1.4608
H8 2.2795 0.8073 -0.4240
H9 1.2141 -0.6800 1.6445
H10 2.8150 -1.5587 -0.6915

Force components x, y, z for each atom (eV/Å):
C -2.1475 -0.6730 1.2850
C 1.3854 4.8902 -0.5680
C -0.1396 3.2971 -1.5341
C -0.0981 -0.6747 -0.5116
O 2.1463 0.9073 -0.1462
O 0.7611 -0.2482 -0.1603
S -1.9160 -4.0016 2.3549
H -0.0928 -0.8411 -2.2692
H 0.4982 1.2253 -0.5013
H 1.9208 0.1626 0.8829
H -1.4856 -3.5171 -1.0620
H 0.0132 -0.4727 0.5628
H 0.1559 -0.1253 0.4891
H 0.5570 -0.1066 0.4112
H 0.5402 -0.0061 0.3090
H -1.3503 -0.1907 0.8020
H -0.7482 0.3747 -0.3440

## Properties
HOMO level (alpha / beta) (eV): -3.7 / -10.4
Total charge: 0
E (eV): -19234.234
Frontier orbital gap (alpha / beta) (eV): 4.518 / 7.917
Spin multiplicity: 3
ΔE to the lowest compared entry with this formula, charge and spin (kJ/mol): 176.57

***

Entry from the Open Molecules 2025 dataset: 11 unconnected molecules or ions with the total composition C5H31NO12 at a distorted geometry (wB97M-V/def2-TZVPD).

Element x y z (Å)
C1 1.3792 -1.8897 2.0975
C2 0.6470 -1.0925 1.0687
C3 -0.6074 -1.6858 0.3576
C4 -0.4858 -3.1922 0.3530
O1 0.3236 -3.5090 -0.7450
N1 0.0740 0.2459 1.7279
C5 -0.1752 1.1799 0.6694
O2 -1.4769 1.5100 0.5175
H1 0.7915 -2.3200 2.9461
H2 1.9778 -2.7766 1.7122
H3 2.1599 -1.3091 2.6767
H4 1.2988 -0.7775 0.2598
H5 -0.5530 -1.2697 -0.6818
H6 -1.5748 -1.4173 0.7135
H7 -1.3731 -3.8517 0.3301
H8 0.0081 -3.6274 1.3485
H9 -0.8133 -0.0641 2.1522
H10 0.5239 2.0269 0.7583
H11 0.1111 0.9021 -0.3628
H12 -2.0494 -0.2545 -2.5290
H13 -0.6295 -0.7491 -2.7393
O3 -1.5221 -1.0905 -2.7366
H14 1.7270 -1.6084 -2.8364
H15 0.8799 -2.7874 -1.2299
O4 1.7088 -1.6207 -1.8871
H16 2.4418 -0.5357 -1.7541
H17 3.2234 0.8960 -1.2575
O5 2.7063 0.5620 -1.9839
H18 0.9807 1.1157 -2.6333
H19 -0.2989 1.9101 -2.9027
O6 0.5724 1.7512 -3.2237
H20 -3.1409 1.8515 -1.9097
H21 -1.8579 1.4102 -1.1297
O7 -2.2260 1.6100 -2.0475
H22 -1.7921 1.7099 2.1975
H23 -1.7487 3.1598 2.3730
O8 -1.9898 2.3864 2.9249
H24 3.1863 0.4986 2.1883
H25 2.1530 1.4876 2.7135
O9 3.0864 1.2563 2.7577
H26 -3.9233 2.3510 0.1406
H27 -3.4574 0.9740 0.1442
O10 -4.0956 1.5205 -0.3184
H28 -2.4930 3.7837 -0.8021
H29 -1.9289 2.9632 0.5338
O11 -2.5080 3.7416 0.1353
H30 3.2113 -2.2254 -0.5173
H31 3.5964 -1.1576 0.3621
O12 3.9525 -1.9921 0.0675

Force components x, y, z for each atom (eV/Å):
C 1.8328 -1.4250 2.0617
C -1.0754 1.6017 0.9921
C 0.8450 -0.2939 -0.3929
C 1.8431 -1.5673 0.3807
O 0.6179 -1.0553 -0.3998
N 0.5515 -2.2167 -2.4982
C -1.5077 0.5285 0.2764
O 1.4028 -0.8016 0.8740
H -0.1881 0.4433 -0.8698
H -0.9431 1.2160 -0.0650
H -0.8022 -0.1187 -0.9671
H 0.3066 0.1176 0.0918
H -0.3208 -0.7777 0.7752
H -0.6934 0.6724 0.9174
H -0.2840 0.9940 -0.4575
H -0.8013 1.1752 -1.6714
H 0.4558 0.5959 0.2028
H 0.1286 0.4776 0.2864
H 0.8313 -0.9767 -0.0755
H 0.8367 -1.3015 -0.5638
H 0.6597 -0.0451 -0.2154
O -1.4353 1.3355 0.5144
H -0.0397 -0.2946 -0.6760
H -0.7593 -0.0918 0.7915
O 0.0330 -0.4148 1.0373
H -0.2905 1.3987 -0.7093
H 0.4064 0.3256 0.2323
O -0.2432 -1.1612 0.6108
H 0.8768 -0.1487 0.2961
H -1.2823 0.1458 0.2662
O 0.4207 0.2203 -0.7120
H -0.3993 -0.1866 0.4545
H -1.0095 0.6111 -1.3982
O 1.7686 -0.3958 0.1278
H -0.8723 0.9109 1.4721
H -0.4243 0.0249 0.9891
O 0.8656 -0.4951 -1.7012
H 0.0087 -0.3438 -0.2568
H -0.0516 -0.1296 0.0094
O 0.0474 0.4947 0.2913
H -0.1459 0.6401 -0.0939
H 0.0645 -0.5408 -0.0837
O -0.9694 -0.1808 0.5772
H 0.6046 -0.4190 -1.1613
H -1.3311 1.6041 -2.3130
O 0.4032 -0.1230 3.0041
H 0.1744 -0.4434 -0.5671
H 0.3097 0.6337 0.3639
O -0.4253 -0.2190 -0.0474

## Properties
HOMO level (alpha / beta) (eV): -6.6 / -6.6
Total charge: -1
E (eV): -31745.983
Frontier orbital gap (alpha / beta) (eV): 9.144 / 4.960
Spin multiplicity: 2
ΔE to the lowest compared entry with this formula, charge and spin (kJ/mol): 0.00

***

Entry from the Open Molecules 2025 dataset: a single C3H5N5 molecule at a distorted geometry (wB97M-V/def2-TZVPD).

Element x y z (Å)
C1 -0.5944 1.1381 -0.0405
C2 3.1585 -0.7311 -0.0092
C3 -2.0177 0.7261 -0.0019
N1 -0.2642 2.4724 -0.0032
N2 0.4407 0.3526 -0.0524
N3 0.8399 2.8688 0.0233
N4 2.7953 0.4895 0.0192
N5 1.5872 0.9134 -0.0274
H1 4.2156 -0.9232 0.0540
H2 2.4792 -1.5743 -0.0961
H3 -2.1443 -0.2696 -0.4177
H4 -2.3734 0.7165 1.0296
H5 -2.6115 1.4448 -0.5626

Force components x, y, z for each atom (eV/Å):
C -0.1803 -1.2495 -0.0937
C -0.3734 -0.1181 -0.0474
C 0.0165 0.0177 0.1330
N 1.1632 1.3151 0.0484
N 0.4063 -1.0293 0.0397
N 0.1396 -1.7598 -0.0551
N 2.0719 -1.0395 0.1307
N -3.0293 3.9123 -0.0693
H 0.1878 0.0053 -0.0108
H -0.1940 0.0229 0.0160
H 0.0164 0.0127 -0.0502
H -0.1257 -0.0200 -0.0073
H -0.0990 -0.0699 -0.0341

## Properties
HOMO level (alpha / beta) (eV): -8.4 / -8.4
Total charge: 0
E (eV): -10637.886
Frontier orbital gap (alpha / beta) (eV): 8.071 / 8.070
ΔE to the lowest compared entry with this formula, charge and spin (kJ/mol): 481.26